Below is an isolated ion of composition C11H14O3P and charge -1 at a distorted geometry, with properties calculated with ωB97M-V/def2-TZVPD.

Properties
- ΔE to the lowest compared entry with this formula, charge and spin: 1.595 eV
- Gap between HOMO and LUMO: 0.237 Ha
- HOMO level: -3.08 eV
- SMILES string: C/C=C/[C@H]1CC[C@@H](C)C2=P1=C([O-])OC2=O
- Charge: -1

Each line ends with the natural charge from an NBO analysis.
Geometry (Å):
1 C -0.661848 1.636789 0.709349  -0.702
2 C -0.271851 2.964103 0.673106  0.680
3 C 1.775233 1.996186 0.367263  0.599
4 C 1.087190 -1.783970 -0.736266  -0.178
5 C 2.322452 -1.610188 -1.254279  -0.210
6 C -2.326541 0.251808 -0.311118  -0.370
7 C -1.306258 -0.923314 -0.370641  -0.403
8 C -2.123875 1.211344 0.796750  -0.267
9 C 0.220933 -0.630253 -0.587239  -0.484
10 C 3.415334 -2.563926 -1.475781  -0.647
11 C -2.391749 0.603585 2.220081  -0.616
12 O -0.858943 4.051144 0.635233  -0.720
13 O 2.989775 1.933865 0.163762  -0.653
14 O 1.154414 3.122630 0.467795  -0.517
15 P 0.668335 0.507377 0.968750  0.639
16 H 0.702809 -2.724347 -0.454459  0.186
17 H 2.608903 -0.615547 -1.586315  0.202
18 H -2.319017 0.706955 -1.306972  0.201
19 H -3.334439 -0.203620 -0.385824  0.182
20 H -1.440766 -1.574941 0.547772  0.188
21 H -1.593690 -1.343824 -1.276652  0.199
22 H -2.596623 2.152340 0.550899  0.239
23 H 0.256975 -0.067827 -1.475245  0.217
24 H 3.267200 -3.432598 -2.223334  0.203
25 H 4.271560 -1.977898 -1.921844  0.211
26 H 3.815054 -2.997173 -0.493950  0.213
27 H -1.444056 0.421518 2.789583  0.216
28 H -2.916028 -0.374256 2.095360  0.185
29 H -2.970480 1.264038 2.874216  0.209

Atoms 1-6, force components in eV/Å:
C -0.3 0.6 0.9
C -1.1 0.8 -0.9
C 2.7 -2.2 0.6
C 2.0 0.4 -1.1
C -1.5 0.1 0.1
C -0.2 -1.5 -1.3

---

Below is C7H6N2O4SY as an isolated structure at a distorted geometry, with properties calculated with ωB97M-V/def2-TZVPD.

Properties
- ΔE to the lowest compared entry with this formula, charge and spin: 0.000 eV
- Gap between HOMO and LUMO: 0.273 Ha
- HOMO level: -21.13 eV
- Charge: +3

Each line ends with the natural charge from an NBO analysis.
Geometry (Å):
1 O -0.029576 -3.270023 -2.385696  -0.206
2 C -0.084870 -2.150077 -2.115929  0.421
3 Y -0.244806 0.203798 -1.567486  1.604
4 O -2.998379 0.228147 -4.009182  -0.214
5 C -2.119939 0.217632 -3.266821  0.430
6 C 1.541849 0.223618 -3.195568  0.426
7 O 2.485172 0.265977 -3.856028  -0.229
8 C -0.224738 2.531555 -2.144890  0.413
9 O -0.168237 3.653634 -2.408296  -0.211
10 S 2.042064 0.695878 -0.195108  -0.031
11 C 0.975528 0.150715 1.053270  0.293
12 N -0.434765 0.236720 0.975856  -0.721
13 C -1.008800 -0.197438 2.309172  -0.236
14 C 0.189152 -0.717227 3.088973  -0.252
15 N 1.316779 -0.465191 2.176488  -0.455
16 H -0.740856 1.221574 0.813781  0.424
17 H -1.769549 -0.964119 2.150037  0.256
18 H -1.472004 0.667435 2.798692  0.264
19 H 0.127079 -1.791419 3.300360  0.269
20 H 0.324816 -0.171934 4.032994  0.277
21 H 2.294090 -0.569265 2.445376  0.480

Atoms 1-6, force components in eV/Å:
O -0.2 5.1 1.2
C 0.3 -6.6 -1.6
Y 0.1 -0.3 2.4
O 3.8 -0.1 3.2
C -4.4 0.1 -3.8
C 5.0 0.2 -3.8

---

Below is one molecule with the formula C6H11N3 at a distorted geometry, with properties calculated with ωB97M-V/def2-TZVPD.

Properties
- ΔE to the lowest compared entry with this formula, charge and spin: 2.701 eV
- Gap between HOMO and LUMO: 0.335 Ha
- HOMO level: -8.12 eV
- SMILES string: C/N=C1\NN[C@]2(C)C[C@H]12

Each line ends with the natural charge from an NBO analysis.
Geometry (Å):
1 C 3.219547 0.110036 -0.156875  -0.462
2 C 0.889179 -0.241668 -0.170426  0.406
3 C -1.466152 0.080239 0.055753  0.116
4 C -2.866385 0.070623 -0.687082  -0.604
5 C -1.183763 -1.026892 1.047003  -0.416
6 C -0.406238 -0.958504 -0.286327  -0.297
7 H 3.487209 0.023157 0.937310  0.194
8 H 4.083045 -0.317105 -0.735641  0.208
9 H 3.073970 1.159056 -0.490779  0.180
10 H 1.241056 1.602247 0.868436  0.398
11 H -1.098450 1.984306 -0.412965  0.337
12 H -2.695701 0.634300 -1.641595  0.209
13 H -3.642915 0.603492 -0.148571  0.219
14 H -3.107341 -0.965103 -0.809545  0.223
15 H -0.542663 -0.824638 1.940918  0.224
16 H -1.933089 -1.726189 1.178790  0.219
17 H -0.514695 -1.673340 -1.160845  0.241
18 N 2.018845 -0.784998 -0.329997  -0.486
19 N 0.547573 1.045329 0.222647  -0.484
20 N -0.776068 1.353500 0.344810  -0.424

Atoms 1-6, force components in eV/Å:
C -0.1 -1.3 0.4
C -1.0 -0.2 0.4
C -1.0 -0.7 0.4
C 2.7 1.7 0.3
C 2.4 1.8 -0.3
C -1.0 -0.7 -1.2

---

Below is a 9-piece molecular cluster, C25H44ClN10O23PS overall at a distorted geometry, with properties calculated with ωB97M-V/def2-TZVPD.

Properties
- Gap between HOMO and LUMO: 0.306 Ha
- HOMO level: -8.56 eV
- SMILES string: C[C@@H](C[C@@](C#N)(CC(=O)Cl)[C@@](C#N)(P(=O)(O)O)S(C)(=O)=O)OCc1ccccc1.C[N+](=O)[O-].C[N+](=O)[O-].C[N+](=O)[O-].C[N+](=O)[O-].C[N+](=O)[O-].C[N+](=O)[O-].C[N+](=O)[O-].C[N+](=O)[O-]

Each line ends with the Mulliken charge.
Geometry (Å):
1 C -1.913391 -3.339817 -0.838604  -1.754
2 C -1.621771 -1.909907 -1.353479  0.041
3 C -0.208904 -1.848793 -1.975750  -2.338
4 C 0.586280 -0.566743 -1.570166  1.653
5 C -0.341403 0.579375 -1.854970  -0.868
6 N -1.043562 1.485935 -1.886358  -0.566
7 C 0.950802 -0.671441 -0.052780  -0.914
8 C 0.461861 0.474327 0.830001  0.465
9 O -0.664010 0.631942 1.147181  -0.411
10 Cl 1.668440 1.629129 1.501108  -0.226
11 C 1.840453 -0.361805 -2.514732  1.465
12 C 1.345501 0.117008 -3.841414  -0.639
13 N 1.092166 0.537919 -4.879294  -0.607
14 P 2.991628 0.979395 -1.929760  1.122
15 O 3.814375 0.554896 -0.795585  -0.717
16 O 3.974456 1.418503 -3.150160  -0.552
17 O 2.089935 2.273988 -1.627890  -0.456
18 S 2.731317 -1.944191 -2.825445  1.732
19 C 4.293698 -1.610369 -3.665773  -0.462
20 O 1.957759 -2.788234 -3.711738  -0.665
21 O 3.031194 -2.609714 -1.574176  -0.741
22 O -2.617006 -1.389980 -2.192937  -0.311
23 C -2.796704 -2.132294 -3.391036  -0.978
24 C -2.565591 -1.259689 -4.622810  0.467
25 C -2.217264 -1.900699 -5.817191  -0.672
26 C -2.035312 -1.143173 -6.973583  -0.590
27 C -2.199923 0.242369 -6.926719  -0.829
28 C -2.512342 0.886663 -5.731431  -0.515
29 C -2.695955 0.120731 -4.571826  0.132
30 H -1.473067 -3.466497 0.154520  0.379
31 H -2.982373 -3.548766 -0.822151  0.438
32 H -1.416667 -4.082062 -1.474631  0.386
33 H -1.619004 -1.269840 -0.462563  0.673
34 H 0.355916 -2.745559 -1.707308  0.634
35 H -0.235056 -1.849372 -3.072219  0.789
36 H 2.014514 -0.843431 0.121296  0.540
37 H 0.427055 -1.549598 0.330433  0.399
38 H 3.526201 1.341822 -4.007174  0.345
39 H 2.667985 3.043139 -1.540480  0.390
40 H 4.122221 -0.780487 -4.354477  0.304
41 H 5.098349 -1.426854 -2.959597  0.407
42 H 4.459685 -2.484547 -4.299674  -0.079
43 H -3.845849 -2.448930 -3.420756  0.482
44 H -2.132439 -2.995625 -3.478430  0.404
45 H -2.113679 -2.980676 -5.852506  0.412
46 H -1.764352 -1.646676 -7.894128  0.380
47 H -2.087986 0.849218 -7.818369  0.381
48 H -2.643928 1.953771 -5.655216  0.484
49 H -2.943235 0.608309 -3.636319  0.586
50 C -4.828200 3.690435 -3.391653  -0.667
51 N -5.268983 2.453839 -4.087450  1.042
52 O -4.855451 2.257308 -5.214217  -0.575
53 O -6.013314 1.709835 -3.482802  -0.600
54 H -4.164138 4.244529 -4.055302  0.217
55 H -5.713470 4.271108 -3.154716  0.342
56 H -4.308463 3.385559 -2.486030  0.365
57 C 0.195262 1.080395 4.695483  -0.932
58 N 0.354064 1.255659 6.165614  1.023
59 O 1.450184 1.577473 6.586125  -0.563
60 O -0.621900 1.059163 6.856822  -0.574
61 H 1.141712 1.286108 4.217488  0.387
62 H -0.112435 0.055739 4.524557  0.274
63 H -0.569288 1.777618 4.362603  0.383
64 C -6.877234 7.319845 -0.744907  -0.749
65 N -7.122961 6.237558 -1.734886  0.880
66 O -7.940364 6.440595 -2.604120  -0.521
67 O -6.478103 5.216738 -1.600566  -0.527
68 H -7.516319 8.160249 -0.988703  0.312
69 H -7.111619 6.921252 0.237602  0.291
70 H -5.828167 7.591791 -0.815104  0.276
71 C 2.584541 -2.138609 6.482608  -0.810
72 N 1.597868 -1.780750 5.432310  0.921
73 O 0.457141 -2.174575 5.563157  -0.523
74 O 1.994098 -1.096699 4.511748  -0.475
75 H 2.083359 -2.733251 7.234758  0.316
76 H 3.384764 -2.699877 6.008902  0.275
77 H 2.954443 -1.210010 6.905056  0.303
78 C 5.649997 -6.054688 -4.795957  -0.759
79 N 5.571202 -4.611422 -5.145924  0.864
80 O 4.547580 -4.208776 -5.660293  -0.516
81 O 6.539513 -3.927780 -4.889220  -0.504
82 H 4.718168 -6.528454 -5.081121  0.315
83 H 6.488111 -6.476542 -5.342516  0.288
84 H 5.810813 -6.120252 -3.723998  0.294
85 C -1.187422 6.808642 -4.459527  -0.761
86 N -2.501513 6.114060 -4.407503  0.828
87 O -3.406292 6.657931 -3.808909  -0.519
88 O -2.574534 5.042388 -4.972434  -0.499
89 H -1.270788 7.743439 -3.917796  0.305
90 H -0.454879 6.152267 -3.999109  0.271
91 H -0.952732 6.981276 -5.505538  0.306
92 C 1.878425 -0.047632 10.436926  -0.754
93 N 3.015041 -1.003022 10.329028  0.863
94 O 2.967337 -1.834985 9.440270  -0.476
95 O 3.909527 -0.889036 11.134137  -0.517
96 H 1.161728 -0.271997 9.655235  0.307
97 H 1.438529 -0.179372 11.421665  0.298
98 H 2.282693 0.953237 10.318664  0.292
99 C 3.117331 -3.931400 11.823281  -0.546
100 N 2.200935 -4.311390 12.930763  0.896
101 O 2.254617 -5.447271 13.348922  -0.550
102 O 1.455287 -3.445071 13.340485  -0.547
103 H 3.719475 -4.792612 11.558768  0.318
104 H 2.503457 -3.617102 10.986413  0.169
105 H 3.741125 -3.117190 12.177988  0.246

Atoms 1-6, force components in eV/Å:
C 0.5 0.0 -0.5
C 0.4 -0.3 0.8
C 0.3 0.1 -0.5
C -0.7 0.0 -0.1
C 0.5 -0.2 0.9
N 0.0 0.0 -0.3

---

Below is C3H5NO2 as an isolated structure, with properties calculated with ωB97M-V/def2-TZVPD.

Properties
- ΔE to the lowest compared entry with this formula, charge and spin: 4.824 eV
- Gap between HOMO and LUMO: 0.356 Ha
- HOMO level: -8.71 eV

Each line ends with the natural charge from an NBO analysis.
Geometry (Å):
1 N 1.767174 0.567360 0.522020  -0.509
2 C -0.395754 -0.478932 -0.875330  -0.418
3 C -1.530351 -0.788791 0.058463  -0.071
4 O -1.384597 0.556524 0.638603  -0.491
5 C -0.286503 0.650565 -0.176490  0.581
6 O 0.717188 1.505297 0.080729  -0.386
7 H 2.403567 1.058352 1.146898  0.352
8 H 2.270239 0.427403 -0.347222  0.340
9 H 0.229318 -1.022259 -1.565270  0.221
10 H -2.523174 -0.986403 -0.341043  0.185
11 H -1.267108 -1.489117 0.858643  0.196

Atoms 1-6, force components in eV/Å:
N 0.3 0.2 -0.2
C -0.1 0.0 -0.1
C -0.4 -0.3 -0.1
O 0.1 0.1 0.1
C 0.2 -0.2 0.0
O 0.2 -0.4 0.4

---

Below is one molecule with the formula C5H10O, with properties calculated with ωB97M-V/def2-TZVPD.

Properties
- ΔE to the lowest compared entry with this formula, charge and spin: 1.212 eV
- Gap between HOMO and LUMO: 0.405 Ha
- HOMO level: -10.04 eV
- SMILES string: CC[C@@]1(C)CO1

Each line ends with the natural charge from an NBO analysis.
Geometry (Å):
1 C -0.623029 0.683221 1.683735  -0.606
2 C -1.050799 0.358933 0.254087  -0.415
3 C 0.063237 -0.291853 -0.599984  0.213
4 C 1.123628 0.669769 -1.148117  -0.629
5 C 0.406250 -1.711623 -0.470758  -0.117
6 O -0.471587 -1.263510 -1.509551  -0.499
7 H 0.193512 1.412300 1.690736  0.201
8 H -0.283143 -0.231824 2.177082  0.203
9 H -1.457366 1.098066 2.265666  0.214
10 H -1.382289 1.288595 -0.237884  0.206
11 H -1.928067 -0.300506 0.273966  0.219
12 H 0.712071 1.272414 -1.957252  0.219
13 H 1.473998 1.333697 -0.351273  0.213
14 H 1.986862 0.113699 -1.518204  0.216
15 H -0.006145 -2.298289 0.348891  0.177
16 H 1.342805 -2.122111 -0.875344  0.183

Atoms 1-6, force components in eV/Å:
C 0.0 0.0 0.0
C 0.3 -0.1 -0.1
C -0.2 0.7 0.0
C -0.4 -0.5 0.2
C 0.1 -0.3 0.0
O 0.2 0.0 0.1